{
  "formula": "C14H25AlNO4P2S",
  "method": "ωB97M-V with the def2-TZVPD basis set",
  "total_charge": 1,
  "homo_energy_ev": -10.88,
  "lumo_ev": -3.7,
  "species": ["Al", "H", "H", "P", "P", "C", "H", "H", "H", "C", "H", "H", "H", "C", "H", "H", "H", "C", "H", "H", "H", "C", "H", "H", "H", "C", "H", "H", "H", "C", "O", "H", "O", "C", "N", "S", "O", "O", "C", "C", "C", "C", "C", "C", "H", "H", "H", "H"],
  "coordinates": [[0.718388, -0.155512, -0.640757], [1.571173, 1.839888, -0.111049], [1.274557, 1.230002, 0.315406], [2.385934, 1.272985, -2.288523], [1.090952, -2.129440, 0.815874], [-0.208985, -3.321931, 0.381607], [-0.211419, -4.159284, 1.088235], [-1.193656, -2.839871, 0.370857], [-0.024943, -3.702483, -0.629140], [2.591255, -3.185805, 0.870833], [3.439521, -2.585252, 1.236095], [2.422701, -4.042073, 1.546435], [2.818647, -3.549163, -0.142461], [0.859417, -1.821105, 2.605813], [-0.137244, -1.402370, 2.810518], [0.976370, -2.768066, 3.153314], [1.598811, -1.082809, 2.951082], [4.057130, 0.785040, -2.845996], [4.455393, 1.560960, -3.516794], [4.709428, 0.682589, -1.965568], [4.001559, -0.180237, -3.371498], [1.519511, 1.681844, -3.837528], [0.561631, 2.154887, -3.580928], [2.146310, 2.370664, -4.421023], [1.328965, 0.757316, -4.399519], [2.719467, 2.966087, -1.621940], [3.314387, 2.855394, -0.703423], [3.254354, 3.569288, -2.367764], [1.759200, 3.436631, -1.365701], [-0.460259, -0.819310, -2.444905], [-1.174969, -0.840936, -3.355755], [1.948390, -1.016766, -1.347145], [-0.095972, 1.140047, 2.096165], [-1.135741, 0.895680, 1.469198], [-1.093212, 0.316395, 0.181481], [-2.627635, -0.092876, -0.375379], [-2.984648, 0.571817, -1.623810], [-2.749490, -1.513304, -0.396242], [-3.540982, 0.499945, 1.051519], [-4.920290, 0.431271, 1.329250], [-5.393883, 1.028342, 2.538116], [-4.464223, 1.573539, 3.457297], [-3.072887, 1.537398, 3.180075], [-2.603789, 1.095645, 1.911545], [-5.710826, -0.041664, 0.736552], [-6.439383, 1.025676, 2.841896], [-4.810143, 2.039123, 4.397446], [-2.468874, 1.931805, 4.016236]],
  "forces_ev_per_a": [[0.54, -1.90, -0.97], [-0.76, -1.47, 0.96], [0.72, 1.99, 0.65], [-0.73, 1.48, -0.50], [-0.70, -0.17, 1.80], [-0.23, -0.03, -0.19], [0.04, 0.12, -0.14], [0.24, -0.11, 0.10], [0.02, -0.04, 0.14], [0.24, 0.50, -0.58], [-0.24, -0.30, -0.13], [-0.07, 0.44, -0.29], [0.03, 0.08, 0.36], [-0.23, -0.11, 0.19], [0.33, -0.18, -0.11], [-0.02, 0.34, -0.03], [-0.20, -0.31, -0.08], [-0.16, -0.48, 0.27], [-0.16, -0.26, 0.21], [-0.13, -0.02, -0.36], [0.13, 0.32, 0.18], [0.19, 0.01, -0.12], [0.24, -0.08, -0.19], [-0.35, -0.22, -0.09], [0.03, 0.33, -0.02], [-0.06, -0.41, -0.05], [0.00, 0.28, -0.26], [-0.12, -0.03, 0.35], [0.27, 0.09, -0.13], [-3.46, 0.50, -3.69], [3.41, -0.33, 3.61], [-0.32, -0.16, -0.12], [-2.00, -0.31, -0.99], [0.37, 0.15, 0.12], [0.61, 0.52, 0.07], [-1.49, 0.87, -0.96], [0.87, -0.16, 1.69], [0.30, -1.01, -0.06], [0.34, 0.78, -0.04], [-0.45, 0.59, 1.07], [1.74, -0.12, 0.06], [0.38, -0.32, -0.93], [-0.58, 0.61, 0.11], [-0.12, -0.63, 1.53], [0.87, 0.09, -0.30], [0.16, -0.12, -0.50], [0.24, -0.48, -0.63], [0.25, -0.32, -1.01]],
  "mulliken_charge": [0.921, 0.586, -0.509, 0.767, 0.842, -1.188, 0.450, 0.274, 0.349, -1.175, 0.373, 0.405, 0.356, -1.311, 0.288, 0.446, 0.367, -1.180, 0.401, 0.345, 0.348, -1.356, 0.381, 0.424, 0.358, -1.462, 0.443, 0.397, 0.462, 0.354, -0.183, -0.688, -0.641, 0.403, 0.449, 0.762, -0.609, -0.620, 0.524, -0.803, -0.479, -0.447, -0.603, 0.204, 0.412, 0.395, 0.372, 0.393]
}

{
  "formula": "C18H31N3O8RhS",
  "method": "ωB97M-V with the def2-TZVPD basis set",
  "total_charge": 1,
  "spin_multiplicity": 5,
  "homo_energy_ev": [-11.19, -11.14],
  "lumo_ev": [-2.8, -5.7],
  "species": ["Rh", "C", "O", "C", "C", "C", "C", "C", "C", "O", "C", "O", "C", "H", "H", "H", "H", "H", "H", "H", "H", "H", "C", "S", "O", "O", "O", "H", "H", "H", "C", "N", "C", "C", "O", "N", "C", "C", "H", "H", "H", "H", "H", "H", "H", "H", "H", "H", "H", "H", "C", "N", "C", "C", "O", "H", "H", "H", "H", "H", "H", "H"],
  "coordinates": [[0.295701, -0.273944, -0.175972], [-1.248750, 5.043589, 5.584551], [-0.952647, 4.639284, 4.242845], [-0.936755, 3.335126, 3.952730], [-1.190798, 2.313927, 4.886065], [-1.129072, 0.960529, 4.505303], [-0.807167, 0.567015, 3.236105], [-0.631066, -0.870254, 2.898463], [-1.295041, -1.930816, 3.726275], [0.046380, -1.201836, 1.941323], [-0.596833, 1.619024, 2.243983], [-0.402642, 1.386733, 1.029419], [-0.667872, 2.989958, 2.647932], [-1.187363, 6.124845, 5.585707], [-0.517291, 4.639870, 6.285666], [-2.255277, 4.736962, 5.871659], [-1.433640, 2.556589, 5.911029], [-1.321688, 0.212934, 5.262406], [-1.199719, -1.767012, 4.799303], [-0.872061, -2.895885, 3.465262], [-2.362832, -1.930747, 3.484897], [-0.507090, 3.758411, 1.901532], [3.646113, 1.839800, 0.463288], [2.892685, 0.734987, -0.680354], [3.821565, 0.475649, -1.740401], [2.499416, -0.480338, 0.103422], [1.622164, 1.381154, -1.097986], [4.683916, 1.538008, 0.597017], [3.097846, 1.793179, 1.404316], [3.586883, 2.838206, 0.030194], [1.759297, 1.458916, -4.743966], [0.689200, 0.889821, -3.925814], [-0.358614, 1.833590, -3.559079], [0.765538, -0.307410, -3.334717], [0.045935, -0.615307, -2.346436], [1.667708, -1.207347, -3.860632], [2.108631, -2.265663, -2.966280], [1.424109, -1.657078, -5.230153], [2.188993, 2.313928, -4.218522], [1.358680, 1.798442, -5.699583], [2.542845, 0.732959, -4.908535], [-0.912337, 2.130270, -4.450855], [0.089152, 2.715827, -3.101965], [-1.034453, 1.377294, -2.848811], [2.208488, -1.886065, -1.953184], [3.091042, -2.606770, -3.292952], [1.418845, -3.121642, -2.969098], [1.088881, -0.832352, -5.853563], [0.661620, -2.444614, -5.258666], [2.346548, -2.055357, -5.652881], [-1.528402, -4.933102, -1.003940], [-0.256317, -4.577000, -0.388054], [0.617042, -5.661033, 0.046626], [0.044655, -3.308012, -0.123064], [-0.689720, -2.348552, -0.395543], [-1.348094, -5.597835, -1.848275], [-2.022088, -4.031974, -1.349306], [-2.170274, -5.445718, -0.285645], [0.226637, -6.148424, 0.941505], [1.611979, -5.274300, 0.258854], [0.694259, -6.404784, -0.745069], [1.026148, -3.168831, 0.344804]],
  "forces_ev_per_a": [[-0.47, -0.59, -0.79], [0.02, -0.07, -0.10], [-0.04, 0.12, 0.17], [-0.04, -0.09, 0.17], [-0.01, -0.05, 0.00], [-0.04, 0.10, 0.17], [0.02, -0.04, -0.04], [-0.02, 0.26, 0.12], [-0.07, 0.06, 0.11], [0.16, -0.04, -0.04], [-0.12, -0.06, -0.04], [0.17, 0.19, -0.09], [-0.03, 0.01, 0.00], [0.00, 0.05, -0.03], [0.02, -0.02, -0.01], [-0.02, -0.01, -0.02], [0.01, -0.03, -0.04], [0.00, 0.09, 0.03], [0.01, -0.02, -0.07], [0.01, -0.02, -0.01], [0.05, 0.01, 0.04], [-0.01, -0.11, 0.00], [0.08, 0.08, 0.11], [-0.02, 0.00, -0.11], [-0.04, 0.03, -0.01], [0.01, -0.02, -0.01], [0.14, 0.07, 0.23], [-0.08, 0.02, 0.05], [0.05, 0.05, -0.09], [0.08, -0.07, 0.05], [-0.21, -0.07, 0.09], [-0.07, 0.20, -0.10], [0.18, -0.10, -0.02], [-0.04, 0.13, 0.16], [0.26, 0.09, -0.08], [-0.17, -0.16, 0.07], [-0.08, -0.16, -0.08], [0.18, 0.08, -0.04], [-0.05, 0.01, 0.02], [0.00, -0.02, -0.04], [0.06, -0.08, 0.02], [0.02, 0.03, -0.01], [0.02, 0.02, 0.03], [-0.07, -0.08, 0.03], [0.04, 0.01, -0.04], [-0.02, 0.00, -0.03], [0.01, 0.07, 0.02], [0.01, 0.00, 0.01], [0.02, 0.01, 0.05], [0.01, 0.02, 0.01], [0.10, -0.04, 0.06], [-0.01, 0.00, 0.10], [-0.07, 0.09, -0.07], [-0.09, -0.11, -0.20], [0.19, 0.05, 0.27], [0.01, 0.00, 0.00], [0.00, 0.05, 0.00], [0.01, -0.01, 0.01], [-0.04, 0.00, -0.01], [-0.02, 0.02, 0.01], [0.02, 0.02, -0.02], [0.00, 0.02, 0.04]],
  "mulliken_charge": [1.870, -0.891, -0.434, 0.552, -0.641, -0.993, 0.259, 0.499, -1.306, -0.447, 0.331, -0.480, -0.087, 0.256, 0.368, 0.375, 0.461, 0.233, 0.436, 0.322, 0.351, 0.546, -1.037, 1.389, -0.612, -0.783, -0.693, 0.382, 0.237, 0.349, -1.118, 0.284, -1.112, 0.723, -0.875, 0.193, -0.896, -1.075, 0.329, 0.345, 0.409, 0.379, 0.292, 0.292, 0.145, 0.366, 0.332, 0.361, 0.363, 0.343, -0.941, 0.267, -0.926, 0.315, -0.833, 0.339, 0.263, 0.338, 0.325, 0.317, 0.317, 0.327]
}

{
  "formula": "C5H13NO",
  "method": "ωB97M-V with the def2-TZVPD basis set",
  "total_charge": 0,
  "homo_energy_ev": -8.62,
  "lumo_ev": 0.9,
  "smiles": "CC(C)(C)CON",
  "species": ["C", "C", "C", "C", "C", "O", "N", "H", "H", "H", "H", "H", "H", "H", "H", "H", "H", "H", "H", "H"],
  "coordinates": [[-1.224624, 1.323305, -1.043341], [-0.336837, 0.402859, -0.195155], [0.471229, 1.271590, 0.749670], [-1.295325, -0.462391, 0.618600], [0.508433, -0.525957, -1.089889], [0.801262, -1.926939, -0.114654], [1.911283, -1.620417, 0.716694], [-0.690073, 2.066100, -1.676923], [-1.767316, 1.897203, -0.305371], [-1.844677, 0.834936, -1.737736], [1.199728, 1.949584, 0.257263], [-0.143009, 1.774329, 1.435689], [1.069200, 0.563644, 1.361997], [-0.851100, -1.146958, 1.302846], [-1.809298, -1.105043, -0.036941], [-2.044400, 0.198660, 1.078655], [1.546179, -0.277439, -1.292797], [-0.058929, -0.999160, -1.889073], [2.841614, -1.903296, 0.286831], [1.716660, -2.314609, 1.573637]],
  "forces_ev_per_a": [[1.52, 1.27, 0.05], [0.08, 0.02, -0.82], [2.34, -1.62, -0.26], [-0.40, 1.05, 0.04], [0.23, -2.86, 3.39], [0.30, 2.36, -2.58], [0.21, -1.90, 2.39], [0.19, -0.42, 0.58], [-0.62, 0.24, -0.16], [-1.18, -0.96, -0.54], [-0.63, -0.23, 0.15], [-1.01, 1.04, 0.70], [-0.11, 0.55, -0.28], [0.57, 0.05, 0.81], [-0.96, -0.80, -1.06], [0.25, -0.30, 0.18], [-0.27, 0.42, -0.37], [0.21, 0.21, -0.09], [-1.68, -0.12, 0.30], [0.94, 1.99, -2.41]],
  "mulliken_charge": [-1.809, 1.889, -1.598, -1.658, -0.775, -0.369, -0.486, 0.365, 0.436, 0.440, 0.377, 0.435, 0.388, 0.380, 0.424, 0.441, 0.347, 0.313, 0.231, 0.229]
}

{
  "formula": "CH2ClNO3S",
  "method": "ωB97M-V with the def2-TZVPD basis set",
  "total_charge": 0,
  "homo_energy_ev": [-8.60, -10.04],
  "lumo_ev": [-2.7, -0.9],
  "species": ["C", "N", "O", "O", "O", "S", "Cl", "H", "H"],
  "coordinates": [[3.832746, -0.694519, -0.348786], [-0.504438, 0.810808, -0.018392], [3.886492, -1.640676, -1.037872], [1.638096, 1.666714, 0.846891], [1.181413, 2.042659, -1.478034], [1.203638, 1.070144, -0.403203], [4.721008, 0.182853, 0.616365], [-0.743376, 0.085861, 0.690085], [-1.170960, 0.581013, -0.673003]],
  "forces_ev_per_a": [[-3.15, -1.86, -2.65], [1.39, -0.74, 2.49], [0.52, 0.33, 0.48], [0.69, -1.21, 0.29], [0.01, -1.14, -0.82], [-1.74, 2.26, 1.22], [2.19, 1.72, 2.08], [1.26, 0.80, -0.04], [-1.17, -0.15, -3.04]],
  "mulliken_charge": [0.412, -0.493, -0.316, -0.462, -0.505, 0.841, 0.008, 0.267, 0.248]
}